(1)
{
  "formula": "C5H12NO",
  "method": "ωB97M-V/def2-TZVPD",
  "elements": ["C", "C", "C", "C", "C", "N", "O", "H", "H", "H", "H", "H", "H", "H", "H", "H", "H", "H", "H"],
  "positions_angstrom": [[0.16720, 0.48930, 0.81365], [0.67931, -0.81769, 1.58742], [0.38003, -2.27824, 1.33881], [1.51562, 1.16288, -1.17589], [-2.02376, 0.70415, -1.36414], [0.12372, 1.05630, -0.48875], [-0.64569, 0.40253, -1.37373], [-0.97283, 0.28844, 0.90527], [0.34201, 1.25486, 1.49038], [1.25494, -0.76578, 2.49690], [1.20796, -2.87843, 1.71814], [0.01190, -2.46784, 0.29945], [-0.51021, -2.46718, 1.94658], [2.06282, 0.29729, -1.33521], [1.37061, 1.55459, -2.24741], [2.02849, 1.87832, -0.46986], [-2.42949, 0.41798, -2.33279], [-2.06248, 1.74424, -1.37982], [-2.50015, 0.42426, -0.42899]],
  "mulliken_charge": [-0.50, 0.18, -1.00, -0.83, -0.69, 0.05, -0.26, 0.17, 0.48, 0.41, 0.38, 0.33, 0.37, 0.35, 0.28, 0.34, 0.27, 0.39, 0.28],
  "e_above_lowest_kj_mol": 635.52,
  "total_charge": 1,
  "total_energy_ha": -327.21753,
  "e_lumo_ev": -7.06,
  "e_homo_ev": -13.17,
  "homo_lumo_gap_ev": 6.116
}

(2)
{
  "formula": "C5H12NO",
  "method": "ωB97M-V/def2-TZVPD",
  "elements": ["C", "C", "N", "C", "C", "C", "O", "H", "H", "H", "H", "H", "H", "H", "H", "H", "H", "H", "H"],
  "positions_angstrom": [[-0.11303, 1.92538, -0.86534], [-0.04749, 1.24536, 0.26141], [-0.53564, 2.00675, 1.44146], [0.54442, -0.09788, 0.62838], [-0.36929, -1.41670, 0.60575], [0.15210, -2.14010, -0.58636], [0.49028, -1.39417, -1.68443], [-0.19072, 1.20093, -1.60533], [-0.00857, 3.01693, -0.95277], [-1.54184, 1.75410, 1.70337], [-0.04084, 1.71829, 2.33295], [-0.47394, 3.06385, 1.42194], [1.31166, -0.37311, -0.09775], [1.03649, 0.04514, 1.64725], [-1.41210, -1.04361, 0.54004], [-0.40603, -2.08028, 1.58519], [1.05357, -2.67160, -0.19990], [-0.53614, -3.02731, -0.74585], [0.03542, -1.59355, -2.50701]],
  "mulliken_charge": [-0.79, 0.31, -0.38, -0.85, -0.37, -0.64, -0.50, 0.28, 0.30, 0.39, 0.41, 0.38, 0.42, 0.38, 0.31, 0.31, 0.31, 0.39, 0.32],
  "e_above_lowest_kj_mol": 247.86,
  "total_charge": 1,
  "total_energy_ha": -327.36518,
  "e_lumo_ev": -3.69,
  "e_homo_ev": -13.93,
  "smiles": "C=C([NH3+])CCCO",
  "homo_lumo_gap_ev": 10.247
}

(3)
{
  "formula": "C5H12NO",
  "method": "ωB97M-V/def2-TZVPD",
  "elements": ["C", "C", "C", "C", "C", "N", "O", "H", "H", "H", "H", "H", "H", "H", "H", "H", "H", "H", "H"],
  "positions_angstrom": [[0.91127, 1.26503, -0.35451], [-2.33879, 0.00152, 1.16702], [2.56224, -0.23034, 0.37367], [0.60174, -1.16499, -0.64081], [-2.88024, 0.03781, -0.07128], [1.28683, 0.02829, -0.22964], [-0.24862, 1.71451, -0.70408], [1.63107, 1.92902, 0.08764], [-2.14507, 0.91402, 1.74753], [-0.93093, 1.16239, -1.17461], [-2.13321, -0.93597, 1.61054], [2.58152, -1.00260, 1.10845], [3.28088, -0.49370, -0.32870], [2.80232, 0.72997, 0.95827], [1.38932, -1.57449, -1.15604], [0.26779, -1.51823, 0.22545], [-0.25187, -0.95321, -1.29289], [-2.99218, -0.79029, -0.81355], [-3.39407, 0.88123, -0.51245]],
  "mulliken_charge": [0.30, -0.41, -0.87, -0.92, -0.86, 0.03, -0.40, 0.32, 0.28, 0.36, 0.32, 0.37, 0.38, 0.27, 0.37, 0.39, 0.35, 0.32, 0.40],
  "e_above_lowest_kj_mol": 237.07,
  "total_charge": 1,
  "total_energy_ha": -327.36929,
  "e_lumo_ev": -3.75,
  "e_homo_ev": -13.82,
  "homo_lumo_gap_ev": 10.069
}

(4)
{
  "formula": "C5H12NO",
  "method": "ωB97M-V/def2-TZVPD",
  "elements": ["C", "C", "C", "C", "N", "C", "O", "H", "H", "H", "H", "H", "H", "H", "H", "H", "H", "H", "H"],
  "positions_angstrom": [[1.20135, -0.34209, 1.88658], [0.02091, 0.61458, 1.56903], [-0.92110, 0.08416, 0.51066], [-0.19745, -0.43954, -0.80370], [-1.18367, -0.15064, -1.94237], [1.08812, 0.27443, -1.30587], [1.31930, 0.25856, -2.46801], [0.93059, -1.39960, 1.86429], [1.97169, -0.26934, 1.11264], [1.68215, -0.10650, 2.83072], [-0.44130, 0.79046, 2.53284], [0.46850, 1.55693, 1.25610], [-1.56334, 0.90025, 0.17074], [-1.50942, -0.77847, 0.81998], [-0.26425, -1.52202, -0.74550], [-2.06776, -0.64491, -1.80290], [-0.84616, -0.50659, -2.82525], [-1.37908, 0.84269, -2.07461], [1.69092, 0.83763, -0.58535]],
  "mulliken_charge": [-1.13, -0.60, -0.73, 0.07, -0.40, -0.09, -0.42, 0.31, 0.31, 0.36, 0.38, 0.33, 0.44, 0.36, 0.41, 0.35, 0.35, 0.33, 0.37],
  "e_above_lowest_kj_mol": 93.35,
  "total_charge": 1,
  "total_energy_ha": -327.42403,
  "e_lumo_ev": -4.08,
  "e_homo_ev": -14.97,
  "smiles": "CCC[C@@H]([NH3+])C=O",
  "homo_lumo_gap_ev": 10.896
}

(5)
{
  "formula": "C5H12NO",
  "method": "ωB97M-V/def2-TZVPD",
  "elements": ["C", "C", "C", "C", "C", "N", "O", "H", "H", "H", "H", "H", "H", "H", "H", "H", "H", "H", "H"],
  "positions_angstrom": [[0.86057, -0.46559, -0.32205], [-2.54355, -0.28431, 0.30182], [-2.95033, 1.07844, 0.68474], [3.40400, -0.62464, -0.51205], [2.14486, 0.12178, -0.02896], [-0.20363, -0.01216, 0.24969], [-2.62128, -1.00934, -0.78224], [0.75198, -1.35139, -1.01311], [-3.45698, 1.63123, -0.05621], [-2.05382, 1.64021, 1.15608], [-3.65272, 0.98017, 1.54141], [4.20439, -0.45669, 0.18446], [3.66801, -0.20900, -1.50300], [3.26293, -1.62986, -0.66655], [2.12002, 1.08641, -0.45483], [2.09900, 0.26297, 0.99003], [-0.06157, 0.94731, 0.73382], [-2.21662, -0.99910, 1.17179], [-2.75526, -0.70643, -1.67486]],
  "mulliken_charge": [-0.15, 0.56, -0.95, -1.22, -0.51, -0.36, -0.34, 0.35, 0.34, 0.27, 0.32, 0.32, 0.31, 0.41, 0.39, 0.41, 0.17, 0.29, 0.39],
  "e_above_lowest_kj_mol": 252.46,
  "total_charge": 1,
  "total_energy_ha": -327.36343,
  "e_lumo_ev": -4.53,
  "e_homo_ev": -14.41,
  "homo_lumo_gap_ev": 9.880
}

(6)
{
  "formula": "C5H12NO2",
  "method": "ωB97M-V/def2-TZVPD",
  "elements": ["C", "N", "C", "C", "O", "C", "C", "O", "H", "H", "H", "H", "H", "H", "H", "H", "H", "H", "H", "H"],
  "positions_angstrom": [[-0.96937, 1.82690, 1.54536], [-0.72258, 1.29465, 0.22349], [-0.07423, -0.03153, 0.25229], [-1.19963, -1.11535, -0.01081], [-2.19932, -1.05028, 0.87030], [1.06603, -0.00129, -0.77592], [2.01611, -1.18688, -0.69375], [0.55458, -0.00667, -2.13613], [-0.00979, 2.13383, 1.96972], [-1.57129, 2.73501, 1.54005], [-1.35420, 1.10389, 2.27302], [-1.59178, 1.24517, -0.29440], [0.22731, -0.28921, 1.26235], [-0.65587, -2.08115, 0.01623], [-1.52375, -1.01116, -1.09092], [1.65524, 0.92732, -0.72775], [1.41859, -2.08906, -0.74508], [2.66228, -1.30636, -1.58442], [2.67725, -1.19738, 0.17884], [-0.40556, 0.09956, -2.07246]],
  "mulliken_charge": [-0.97, -0.28, -0.52, -0.34, -0.88, 0.53, -1.46, -0.63, 0.30, 0.34, 0.31, 0.34, 0.38, 0.20, 0.06, 0.24, 0.32, 0.37, 0.30, 0.37],
  "e_above_lowest_kj_mol": 302.37,
  "total_charge": -1,
  "total_energy_ha": -402.91429,
  "e_lumo_ev": 3.98,
  "e_homo_ev": -2.65,
  "smiles": "CN[C@@H](C[O-])[C@@H](C)O",
  "homo_lumo_gap_ev": 6.624
}

(7)
{
  "formula": "C5H12NO2",
  "method": "ωB97M-V/def2-TZVPD",
  "elements": ["N", "C", "C", "C", "C", "C", "O", "H", "H", "H", "H", "H", "H", "H", "H", "H", "H", "H", "H", "O"],
  "positions_angstrom": [[-0.12610, -0.80281, 0.72452], [-0.81089, 0.32582, 1.45937], [-1.74546, 1.02489, 0.41917], [-1.16063, 0.91634, -0.91303], [-0.16004, -0.33646, -0.65681], [1.36439, 0.09308, -1.20481], [2.18686, -0.92879, -1.15775], [-0.77898, -1.67480, 0.93556], [-1.29737, -0.26510, 2.22483], [-0.06987, 1.02975, 1.94277], [-2.74590, 0.91996, 0.49379], [-1.91876, 2.12446, 0.70245], [-1.80705, 0.92308, -1.84939], [-0.52701, 1.70171, -1.17637], [-0.58865, -1.17063, -1.28752], [1.25003, 0.45312, -2.26676], [1.81277, 1.03788, -0.82856], [1.84005, -1.52775, 1.38693], [2.58778, -1.71797, 0.02300], [2.69483, -2.12577, 1.02862]],
  "mulliken_charge": [-0.39, -0.62, -0.66, -0.74, 0.13, -0.79, -0.86, 0.27, 0.38, 0.20, 0.46, 0.29, 0.31, 0.30, 0.25, 0.27, 0.24, 0.31, 0.50, -0.86],
  "e_above_lowest_kj_mol": 447.50,
  "total_charge": -1,
  "total_energy_ha": -402.85901,
  "e_lumo_ev": 3.60,
  "e_homo_ev": -2.97,
  "homo_lumo_gap_ev": 6.569
}

(8)
{
  "formula": "C5H12NO2",
  "method": "ωB97M-V/def2-TZVPD",
  "elements": ["C", "N", "C", "C", "O", "C", "C", "O", "H", "H", "H", "H", "H", "H", "H", "H", "H", "H", "H", "H"],
  "positions_angstrom": [[-0.37498, 2.45312, 1.08067], [0.56320, 1.45986, 0.37422], [0.27728, 0.01916, 0.36027], [-1.32553, -0.47341, 0.59323], [-2.08594, -0.08627, -0.38665], [0.77250, -0.54032, -0.97739], [1.17644, -2.07817, -0.62051], [-0.06109, -0.54040, -2.12888], [-0.30030, 2.31547, 2.16494], [-0.02722, 3.38146, 0.79082], [-1.38968, 2.28900, 0.94195], [0.40817, 1.72217, -0.65069], [0.89720, -0.39899, 1.23509], [-1.73618, 0.01249, 1.47651], [-1.17134, -1.49965, 0.72211], [1.76169, -0.23081, -1.51663], [0.52529, -2.54928, -1.31251], [2.16592, -2.23525, -0.76652], [0.90035, -2.29148, 0.41689], [-0.97576, -0.72867, -1.79693]],
  "mulliken_charge": [-1.05, -0.54, 0.23, -0.86, -0.91, -0.13, -1.47, -0.57, 0.30, 0.43, 0.36, 0.30, 0.16, 0.42, 0.45, 0.35, 0.37, 0.41, 0.33, 0.43],
  "e_above_lowest_kj_mol": 424.45,
  "total_charge": -1,
  "total_energy_ha": -402.86779,
  "e_lumo_ev": 4.19,
  "e_homo_ev": -2.62,
  "smiles": "CN[C@@H](C[O-])[C@@H](C)O",
  "homo_lumo_gap_ev": 6.806
}

(9)
{
  "formula": "C5H12NO2",
  "method": "ωB97M-V/def2-TZVPD",
  "elements": ["O", "C", "C", "C", "C", "C", "N", "H", "H", "H", "H", "H", "H", "H", "H", "H", "H", "H", "H", "O"],
  "positions_angstrom": [[0.90993, 0.46618, 1.38199], [0.55541, 1.58496, 1.25522], [-0.58094, 1.83048, 0.23151], [-1.61123, 0.77456, 0.01145], [-0.97234, -0.58763, -0.04473], [-1.50934, -1.61714, 0.67045], [0.24588, -0.75679, -0.94526], [0.84443, 2.39457, 1.91535], [0.06107, 2.04207, -0.67394], [-0.98809, 2.88389, 0.46242], [-2.60710, 0.84685, 0.63138], [-1.96367, 1.02331, -1.10899], [-1.14540, -2.66239, 0.70561], [-2.30740, -1.35902, 1.40135], [1.12741, -0.31394, -0.49790], [0.09851, -0.28773, -1.81459], [0.40930, -1.83118, -1.06997], [3.44104, -1.89098, -1.43904], [3.17373, -1.26309, -0.10826], [2.81879, -1.27699, -0.96404]],
  "mulliken_charge": [-0.49, 0.01, -0.68, -0.64, 0.71, -1.06, -0.25, 0.41, 0.26, 0.41, 0.39, 0.22, 0.26, 0.26, 0.42, 0.37, 0.40, 0.31, 0.31, -0.64],
  "e_above_lowest_kj_mol": 219.42,
  "total_charge": 1,
  "total_energy_ha": -402.63826,
  "e_lumo_ev": -3.21,
  "e_homo_ev": -13.40,
  "homo_lumo_gap_ev": 10.191
}

(10)
{
  "formula": "C5H12NO2",
  "method": "ωB97M-V/def2-TZVPD",
  "elements": ["N", "C", "C", "O", "C", "C", "C", "O", "H", "H", "H", "H", "H", "H", "H", "H", "H", "H", "H", "H"],
  "positions_angstrom": [[-1.16595, -0.49406, -0.79737], [0.15736, 0.20393, -0.54193], [0.06853, 1.52710, -1.45760], [-0.43672, 1.26345, -2.77709], [0.39529, 0.39471, 0.92887], [0.03145, -0.80315, 1.77203], [1.27761, -1.75675, 1.98209], [1.92935, -1.66967, 2.98368], [-2.04231, -0.22281, -0.31223], [-1.24887, -0.34363, -1.82010], [-1.14663, -1.55936, -0.67942], [0.83510, -0.46436, -1.19172], [1.09640, 1.70728, -1.79098], [-0.46643, 2.39268, -1.12140], [-0.91904, 1.99676, -3.01837], [-0.32871, 1.21711, 1.16520], [1.40428, 0.73588, 1.21021], [-0.16601, -0.43405, 2.81795], [-0.88727, -1.30756, 1.50772], [1.61257, -2.38351, 1.14044]],
  "mulliken_charge": [-0.38, 0.04, -0.65, -0.53, -0.71, -0.63, -0.07, -0.40, 0.32, 0.39, 0.38, 0.33, 0.28, 0.48, 0.31, 0.31, 0.42, 0.33, 0.42, 0.32],
  "e_above_lowest_kj_mol": 223.87,
  "total_charge": 1,
  "total_energy_ha": -402.63657,
  "e_lumo_ev": -3.72,
  "e_homo_ev": -13.40,
  "smiles": "[NH3+][C@@H](CO)CCC=O",
  "homo_lumo_gap_ev": 9.677
}